(1)
Here is a molecular structure, C37H36CaCl3N2O6S2 at a distorted geometry from OMol25. Energies are from the ωB97M-V functional and the def2-TZVPD basis.

**E_HOMO**: -4.3 eV
**Frontier orbital gap**: 6.3 eV
**Total energy**: -131899.512 eV
**Net charge**: -1
**Energy above the lowest of the compared OMol25 structures with the same formula, charge and spin**: 137.8 kJ/mol

The geometry in XYZ format:
```
87
Properties=species:S:1:pos:R:3:mulliken_charge:R:1
Ca -0.23981 -0.17421 0.33253 1.664
O -0.56516 1.18493 -2.24355 0.092
S -1.84541 1.04754 -3.04847 0.714
C -1.33180 1.07110 -4.79889 -1.289
C -0.00627 0.33805 -4.93056 -0.287
C -0.10350 -1.17218 -4.66043 -0.400
C 1.19391 -1.72621 -4.08028 -1.220
S 1.27355 -1.36709 -2.30078 1.529
O -0.00925 -2.01196 -1.76612 -0.605
C 2.62855 -2.47929 -1.98905 -0.175
C 3.90218 -2.12717 -2.41020 -0.229
C 4.94781 -3.01897 -2.20916 -0.786
C 4.71231 -4.23960 -1.58628 -0.443
C 3.43091 -4.56126 -1.14632 -0.688
C 2.37672 -3.67730 -1.34393 -0.437
C -2.61496 2.63932 -3.02885 0.675
C -3.93465 2.78040 -3.43580 -0.622
C -4.49862 4.04973 -3.42903 -0.714
C -3.74409 5.14506 -3.01218 -0.517
C -2.42835 4.97452 -2.59856 -0.655
C -1.85144 3.71056 -2.60397 -0.430
H -1.25395 2.11415 -5.10086 0.586
H -2.14531 0.58946 -5.35323 0.470
H 0.67964 0.78839 -4.20257 0.038
H 0.41591 0.52912 -5.92033 0.541
H -0.37172 -1.71386 -5.56904 0.459
H -0.89833 -1.38061 -3.93639 0.040
H 2.07818 -1.26724 -4.53647 0.486
H 1.26004 -2.81208 -4.16869 0.590
H 4.08419 -1.15792 -2.86772 0.426
H 5.94642 -2.75528 -2.53422 0.393
H 5.52969 -4.93423 -1.43311 0.379
H 3.25341 -5.49990 -0.63460 0.398
H 1.37278 -3.88713 -0.98931 0.377
H -4.51785 1.91444 -3.74005 0.418
H -5.52911 4.18232 -3.73421 0.394
H -4.19348 6.13117 -2.98756 0.390
H -1.84921 5.81759 -2.23921 0.440
H -0.84112 3.55213 -2.24488 -0.018
O 2.89636 -0.56566 2.17251 -0.739
C 2.55695 -0.48297 1.00110 -0.413
O 1.65764 -1.16558 0.37484 -0.696
C 3.21253 0.58799 0.15959 0.870
C 4.60114 0.88198 0.26250 -1.064
C 5.11645 1.82124 -0.57083 -0.900
C 4.26124 2.50487 -1.48482 0.932
C 4.72101 3.47830 -2.41344 -0.750
C 3.84516 4.08636 -3.26612 -0.797
C 2.45952 3.77076 -3.21575 -0.491
C 1.99061 2.84695 -2.32778 0.898
C 2.89527 2.17981 -1.46273 -0.792
N 2.39617 1.19882 -0.64764 0.660
H 5.19375 0.35346 0.99775 0.532
H 6.17301 2.07094 -0.54655 0.389
H 5.77594 3.73552 -2.42685 0.386
H 4.20461 4.81490 -3.98338 0.388
H 1.77032 4.27691 -3.88181 0.476
H 0.93775 2.59170 -2.23298 -0.043
C -3.78525 -0.51336 0.18425 -0.971
N -2.69981 -1.47692 0.01613 1.195
C -2.93325 -2.29433 -1.16845 -1.374
C -2.59812 -2.36307 1.20240 -1.186
C -2.25260 -1.63914 2.49450 0.590
C -3.03615 -1.87174 3.62612 -0.816
C -2.71135 -1.25462 4.83173 -0.511
C -1.60265 -0.41178 4.87811 -0.758
C -0.85266 -0.18908 3.72279 -0.566
C -1.13754 -0.77816 2.47565 0.184
H -4.76268 -1.02091 0.22122 0.328
H -3.78846 0.19278 -0.65041 0.101
H -3.64711 0.05215 1.10380 0.256
H -3.86000 -2.88124 -1.06871 0.412
H -2.09755 -2.97067 -1.33216 0.216
H -3.02670 -1.65305 -2.04826 0.239
H -1.81335 -3.08857 0.97054 0.310
H -3.53900 -2.92437 1.31948 0.376
H -3.89871 -2.53433 3.57248 0.298
H -3.31308 -1.42774 5.71745 0.344
H -1.33165 0.07378 5.81239 0.363
H 0.00156 0.48304 3.81099 0.383
Cl -2.33557 5.40823 1.37896 -0.162
C -2.31535 3.62409 1.35910 0.645
Cl -3.83879 3.04810 0.59069 -0.143
Cl -2.25481 3.02543 3.02514 -0.125
C -1.08119 3.07180 0.55405 -0.558
O -0.32912 3.88345 0.03693 -0.663
O -1.02199 1.79877 0.52657 -0.233
```


(2)
Here is a molecular structure, C37H36GeILuN3O6PSe2 at a distorted geometry from OMol25. Energies are from the ωB97M-V functional and the def2-TZVPD basis.

**E_HOMO**: -3.0 eV
**Frontier orbital gap**: 6.4 eV
**Total energy**: -293934.454 eV
**Net charge**: -2
**Energy above the lowest of the compared OMol25 structures with the same formula, charge and spin**: 116.2 kJ/mol

The geometry in XYZ format:
```
88
Properties=species:S:1:pos:R:3:mulliken_charge:R:1
Lu 1.48490 -0.58027 0.65438 0.649
C -3.33886 -1.64594 0.64243 -1.241
C -3.00575 -0.20502 0.95657 0.384
N -4.01120 0.61744 0.71030 -0.557
C -3.73817 1.90860 0.87810 -1.070
C -2.54466 2.45468 1.23470 0.245
C -2.36128 3.96010 1.10431 -1.263
O -1.68761 4.40114 -0.05351 -0.556
C -1.48194 1.54804 1.57177 1.063
C -0.15841 2.09634 1.95828 -0.944
N 0.87942 1.39244 1.79681 1.296
C 2.20224 1.85724 2.00640 -0.099
C 2.55070 2.90249 2.85325 -0.483
C 3.87508 3.35129 2.91222 -0.901
C 4.81885 2.69009 2.07537 -0.530
C 4.40101 1.60691 1.27766 -0.716
C 3.07606 1.14217 1.24330 0.611
I 2.45784 -1.70667 3.26485 -0.464
C -1.77120 0.20062 1.48458 0.468
O -0.76408 -0.65093 1.89029 1.012
H -4.22446 -1.64518 -0.07427 0.320
H -3.55932 -2.29290 1.51100 0.214
H -2.46496 -2.10103 0.12198 0.228
H -4.52051 2.62033 0.59237 0.310
H -1.85227 4.26569 2.02634 0.309
H -3.32688 4.47100 1.10771 0.472
H -1.09195 3.70487 -0.33031 0.338
H -0.14196 3.20032 2.17846 0.291
H 1.83601 3.32910 3.56617 0.295
H 4.16947 4.05615 3.62180 0.432
H 5.82778 3.05955 2.02111 0.396
H 5.20822 1.07310 0.74638 0.246
O 6.35185 -5.10815 -2.52813 -0.711
C 5.20327 -5.40902 -2.22022 0.366
O 4.62250 -6.50087 -2.19593 -0.709
C 4.31935 -4.17596 -1.69499 0.235
C 4.92787 -3.04011 -1.13340 -0.759
C 4.21735 -2.08180 -0.44991 -0.140
N 2.88111 -2.09875 -0.46828 0.008
C 2.24192 -3.15730 -1.08417 0.493
C 2.94565 -4.16886 -1.70789 -0.576
C 0.75483 -3.10714 -0.99170 -0.082
O 0.09666 -3.93084 -1.63074 -0.778
O 0.28691 -2.19960 -0.20507 -0.472
H 6.05855 -3.05178 -1.07943 0.330
H 4.66728 -1.34248 0.22161 0.262
H 2.32805 -4.94030 -2.16884 0.526
Se 1.96777 -0.63459 -3.59109 -0.469
P 0.28331 0.67253 -3.30894 0.382
Se 0.38961 1.53129 -1.29591 -0.184
C -1.33413 -0.24915 -3.43868 0.828
C -1.22738 -1.64485 -3.32858 -0.568
C -2.36774 -2.37027 -3.05707 -0.194
C -3.58533 -1.75138 -3.08784 -0.832
C -3.65447 -0.37376 -3.08963 -0.252
C -2.54823 0.41102 -3.23801 -0.665
C 0.12095 2.01936 -4.53373 0.880
C 0.94998 1.96890 -5.64398 -0.445
C 1.12049 3.02996 -6.53687 -0.710
C 0.44942 4.25159 -6.22784 -0.482
C -0.42784 4.25487 -5.18058 -0.827
C -0.58163 3.18125 -4.29136 -0.128
H -0.22446 -2.10289 -3.42752 0.375
H -2.31054 -3.39837 -2.78210 0.454
H -4.46301 -2.36024 -2.89488 0.331
H -4.59283 0.09687 -3.06589 0.414
H -2.56313 1.53540 -3.36799 -0.007
H 1.50941 1.01825 -5.80551 0.207
H 1.78955 3.02262 -7.33812 0.451
H 0.56114 5.07896 -6.89384 0.389
H -0.89352 5.20570 -4.86446 0.265
H -1.17999 3.26432 -3.43295 0.299
C -0.60504 -2.58625 5.78435 -1.171
Ge -1.58871 -1.37858 4.59928 0.378
C -3.54878 -1.62019 4.91163 -1.196
C -1.14686 0.54549 4.83129 -0.657
C -1.00637 -1.76888 2.74030 -0.641
H -0.98007 -2.39535 6.77560 0.418
H 0.44712 -2.29260 5.69980 0.312
H -0.77656 -3.65420 5.59677 0.338
H -3.88807 -1.68406 5.96191 0.382
H -3.71293 -2.60984 4.49335 0.398
H -4.21838 -0.86134 4.36089 0.309
H -1.53960 0.91722 5.79526 0.516
H -1.57469 1.00867 3.96730 -0.117
H -0.03748 0.68324 4.87152 0.265
H -1.66179 -2.50841 2.29722 0.324
H 0.00557 -2.22112 2.82321 -0.121
```


> Which value of frontier orbital gap does entry 1 give?

6.3 eV


> Which of these has the highest net charge?

C37H36CaCl3N2O6S2


> The lowest E_HOMO belongs to which entry?

C37H36CaCl3N2O6S2


> Which of these has the lowest E_HOMO?

C37H36CaCl3N2O6S2